{
  "formula": "C39H33BMoN12O3PS",
  "method": "ωB97M-V/def2-TZVPD",
  "e_above_lowest_kj_mol": 64.3,
  "lumo_ev": [-6.3, -9.1],
  "spin_multiplicity": 2,
  "total_charge": 2,
  "e_tot_ha": -3220.911641,
  "s_squared": 0.77,
  "symbols": ["Mo", "C", "C", "N", "N", "C", "B", "N", "C", "C", "C", "N", "N", "C", "C", "C", "N", "N", "C", "C", "C", "N", "H", "H", "H", "H", "H", "H", "H", "H", "H", "H", "H", "H", "O", "S", "O", "O", "C", "N", "C", "C", "C", "N", "C", "C", "C", "N", "C", "C", "H", "H", "H", "H", "H", "H", "N", "P", "C", "C", "C", "C", "C", "C", "C", "C", "C", "C", "C", "C", "C", "C", "C", "C", "C", "C", "H", "H", "H", "H", "H", "H", "H", "H", "H", "H", "H", "H", "H", "H", "H"],
  "xyz": [[0.958, 0.275, -0.531], [4.399, -0.519, 1.910], [3.040, -0.361, 1.733], [2.776, -0.122, 0.433], [3.963, -0.091, -0.224], [4.943, -0.353, 0.642], [3.988, 0.141, -1.770], [3.029, -0.925, -2.408], [3.186, -1.853, -3.353], [1.964, -2.473, -3.597], [1.074, -1.863, -2.746], [1.717, -0.921, -2.021], [3.320, 1.532, -2.023], [3.737, 2.523, -2.811], [2.799, 3.548, -2.781], [1.807, 3.088, -1.942], [2.117, 1.860, -1.473], [5.382, 0.145, -2.288], [6.406, 0.951, -1.871], [7.467, 0.743, -2.704], [7.003, -0.216, -3.630], [5.757, -0.565, -3.388], [4.925, -0.731, 2.823], [2.241, -0.420, 2.455], [5.967, -0.414, 0.314], [4.159, -1.991, -3.794], [1.767, -3.261, -4.303], [0.021, -2.044, -2.592], [4.669, 2.444, -3.348], [2.844, 4.490, -3.296], [0.903, 3.585, -1.630], [6.295, 1.620, -1.032], [8.438, 1.203, -2.658], [7.531, -0.656, -4.460], [-2.660, 3.658, 4.510], [-4.034, 4.145, 4.437], [-4.332, 5.328, 5.185], [-5.024, 3.075, 4.486], [-4.189, 4.594, 2.691], [-5.183, 5.372, 2.244], [-5.302, 5.516, 0.936], [-4.457, 4.890, 0.012], [-3.450, 4.143, 0.582], [-3.311, 4.009, 1.892], [-2.430, 3.324, -0.118], [-1.338, 2.916, 0.674], [-0.512, 1.996, 0.121], [-0.652, 1.448, -1.094], [-1.622, 1.907, -1.894], [-2.517, 2.854, -1.430], [-6.108, 6.155, 0.593], [-4.589, 5.019, -1.053], [-1.247, 3.287, 1.689], [0.369, 1.650, 0.725], [-1.693, 1.470, -2.881], [-3.321, 3.172, -2.079], [0.035, -0.965, 0.284], [-1.194, -1.989, 0.855], [-2.392, -0.969, 1.643], [-1.972, 0.058, 2.504], [-2.908, 0.839, 3.156], [-4.265, 0.579, 2.963], [-4.682, -0.461, 2.138], [-3.753, -1.239, 1.465], [-0.452, -3.179, 1.936], [-1.309, -3.984, 2.690], [-0.768, -4.918, 3.555], [0.612, -5.043, 3.671], [1.461, -4.242, 2.921], [0.932, -3.305, 2.047], [-1.822, -2.762, -0.619], [-1.450, -4.070, -0.924], [-1.869, -4.637, -2.120], [-2.644, -3.900, -3.003], [-3.010, -2.589, -2.703], [-2.598, -2.014, -1.514], [-0.914, 0.234, 2.676], [-2.614, 1.663, 3.804], [-4.978, 1.215, 3.473], [-5.737, -0.664, 2.017], [-4.084, -2.040, 0.817], [-2.385, -3.873, 2.615], [-1.421, -5.543, 4.148], [1.027, -5.771, 4.354], [2.533, -4.350, 3.016], [1.589, -2.692, 1.444], [-0.852, -4.646, -0.230], [-1.597, -5.657, -2.356], [-2.977, -4.349, -3.930], [-3.631, -2.031, -3.389], [-2.901, -1.003, -1.263]],
  "atomic_forces_ev_per_a": [[0.3131, -1.5688, 0.6982], [0.3320, -0.0994, -0.1010], [-0.1513, 0.1651, -0.6043], [0.6378, 0.2641, 0.3277], [-0.3325, -0.4622, 0.1439], [0.3098, 0.0006, 0.2018], [-0.4911, -0.2033, 0.1546], [-0.2669, -0.1279, 0.2329], [0.0802, -0.1997, -0.2647], [0.3759, -0.1535, -0.1146], [0.2580, 0.5526, 0.3065], [0.0572, -0.2303, -0.5726], [-0.2007, 0.1490, 0.1277], [-0.0019, 0.1009, -0.0580], [0.1647, 0.0364, -0.1308], [0.1310, -0.2875, 0.2372], [0.2322, 0.6638, -0.5083], [0.2409, 0.0174, -0.1524], [-0.1109, -0.0365, -0.0456], [0.0527, -0.0275, -0.0363], [0.0082, 0.0134, 0.0003], [0.0661, 0.1126, 0.1309], [0.0222, -0.0081, -0.0203], [-0.0198, 0.0366, -0.0612], [-0.0138, 0.0264, 0.0335], [-0.0858, -0.0081, -0.0399], [0.0288, -0.0092, 0.0028], [0.0351, 0.0712, 0.0045], [-0.0045, 0.0029, 0.0139], [0.0127, -0.0072, -0.0043], [-0.0158, -0.0271, -0.0262], [-0.0119, -0.0204, 0.0021], [-0.0049, 0.0123, 0.0020], [-0.0015, -0.0092, 0.0032], [-0.5772, 0.1127, 1.0206], [-0.1744, 0.4285, -3.0247], [0.0445, -0.1352, 0.9667], [0.3369, 0.1471, 1.1865], [-0.0582, 0.4887, -1.8324], [0.2350, -0.3802, 1.1623], [0.0116, 0.0448, -0.3783], [-0.1020, 0.1802, 0.4434], [0.2031, -0.2303, -0.3445], [-0.5263, 0.1307, 1.3258], [0.5835, -0.2690, -0.1246], [-0.5678, 0.3518, -0.2282], [0.1665, -0.3770, -0.4435], [-1.1599, 1.3907, -0.4278], [0.2941, -0.2814, 0.2664], [-0.3412, 0.2140, 0.1909], [0.0037, -0.0045, 0.0474], [0.0087, -0.0189, 0.0374], [0.1659, -0.1358, -0.2038], [0.0329, 0.2966, 0.5205], [0.0226, 0.0230, -0.0220], [-0.0203, -0.0081, -0.0002], [-1.2648, -0.7534, 0.7224], [1.8821, 0.7223, -1.0230], [-0.4590, 0.1598, 0.3044], [0.0867, -0.1371, -0.0325], [-0.2477, -0.0684, -0.1139], [0.1800, 0.0086, -0.0214], [-0.1297, 0.1534, 0.0816], [0.1924, 0.1889, 0.1741], [-0.1927, -0.0478, 0.2453], [0.1597, -0.0006, 0.0916], [-0.0405, -0.0269, 0.0283], [-0.0102, -0.0161, 0.0091], [-0.0656, -0.0214, 0.0030], [0.0005, -0.0196, -0.1246], [-0.2418, -0.1164, -0.0277], [-0.1057, 0.0704, 0.0347], [0.0056, 0.0403, -0.0474], [0.0040, -0.0024, 0.0123], [0.0223, -0.0325, 0.0096], [0.0029, -0.1211, 0.0953], [-0.0567, -0.0557, -0.0787], [0.0915, -0.4111, -0.1848], [-0.0814, -0.2791, -0.1133], [-0.0056, 0.0154, 0.0005], [0.0161, -0.0013, 0.0119], [-0.0098, -0.0061, 0.0007], [0.0054, -0.0182, -0.0003], [-0.0024, -0.0024, 0.0050], [0.0008, 0.0127, -0.0182], [-0.0258, 0.0439, -0.0105], [0.0036, 0.0030, -0.0059], [0.0065, 0.0023, -0.0059], [0.0003, 0.0030, -0.0003], [0.0148, 0.0100, -0.0165], [0.0376, -0.0045, -0.0263]],
  "lowdin_charge": [1.4901, -0.0210, -0.1273, -0.1318, 0.0325, -0.0303, -0.6217, 0.0505, -0.0253, -0.0187, -0.1033, -0.1366, 0.0245, -0.0150, -0.0129, -0.1125, -0.1005, -0.0227, -0.1030, -0.0392, -0.1220, 0.0746, 0.1120, 0.1094, 0.1312, 0.1103, 0.1103, 0.0937, 0.1408, 0.1135, 0.1081, 0.1311, 0.1052, 0.1137, -0.1595, 0.5431, -0.1016, -0.1447, -0.3255, 0.1484, -0.0627, 0.0549, -0.2113, 0.1357, -0.0830, 0.0358, -0.2268, -0.1095, -0.0601, 0.0415, 0.1303, 0.1237, 0.1323, 0.0864, 0.1359, 0.1275, -0.3325, 0.9632, -0.3101, -0.0734, -0.0520, -0.0329, -0.0372, -0.0694, -0.3233, -0.0646, -0.0457, -0.0393, -0.0484, -0.0735, -0.3207, -0.0553, -0.0455, -0.0424, -0.0567, -0.1016, 0.1072, 0.0835, 0.0905, 0.1198, 0.1128, 0.1175, 0.1194, 0.1201, 0.1170, 0.0831, 0.1142, 0.1200, 0.1199, 0.1156, 0.1022]
}